Entry 1:
Below is C3H6P2 as an isolated structure at a distorted geometry, with properties calculated with the ωB97M-V functional and the def2-TZVPD basis.

Each line ends with the Mulliken charge.
Cartesian coordinates (Å):
C (0.0815, -0.0033, -0.2659)  0.3495
C (-0.1445, 2.5120, 0.4018)  -0.5138
C (-0.4871, -1.3334, -0.6355)  -1.1035
P (-0.4829, 1.5825, -0.9464)  -0.0956
P (1.5537, 0.2852, 0.5003)  -0.0583
H (-0.0570, 3.6568, 0.3195)  0.2182
H (0.0695, 2.2383, 1.4707)  0.2708
H (-0.5889, -1.3119, -1.6350)  0.3366
H (-1.4679, -1.6311, -0.2252)  0.2809
H (0.1087, -2.1385, -0.2602)  0.3486
H (2.0655, -0.9551, 0.5726)  -0.0335

Cartesian forces, eV/Å:
0.534 -0.144 0.728
0.009 2.457 0.713
-0.399 0.054 3.261
-0.043 0.399 1.071
-0.183 1.532 -0.568
-0.491 -1.772 -0.233
-0.304 -0.231 -1.397
-0.306 -0.575 -3.742
-0.005 0.956 0.011
0.877 -0.463 -0.265
0.312 -2.213 0.421

Calculated values
**Spin multiplicity**: 1
**Largest force on an atom**: 3.8 eV/Å
**Gap between HOMO and LUMO**: 8.1 eV
**Energy above the lowest of the compared OMol25 structures with the same formula, charge and spin**: 41.37 kcal/mol
**Net charge**: 0
**E**: -21782.6429 eV

Entry 2:
Below is C16H30Br21N2O3PSi as an isolated structure at a distorted geometry, with properties calculated with the ωB97M-V functional and the def2-TZVPD basis.

Each line ends with the Mulliken charge.
Cartesian coordinates (Å):
C (-5.8866, 0.9442, 1.0507)  -0.9250
C (-4.4936, 1.7352, 1.4018)  0.3035
C (-3.4798, 1.5832, 0.0833)  -0.2109
N (-2.3143, 0.7345, 0.5413)  0.0218
Si (-0.7548, 1.2855, -0.2500)  -0.0973
C (0.0084, -0.0676, -1.3947)  -0.2210
C (1.3224, -0.8325, -0.7817)  -0.6278
N (1.0197, -1.9118, 0.2362)  0.3020
C (2.3034, -2.6101, 0.6867)  -0.3747
C (2.8316, -1.7756, 2.0137)  -0.2110
C (0.1655, -3.0305, -0.3408)  0.1907
C (0.7371, -4.1248, -1.4423)  -0.7414
O (-1.1311, -3.0709, 0.0669)  -0.5771
P (0.5582, 1.9110, 1.4178)  0.3393
O (2.1839, 2.2428, 0.8891)  -0.4902
O (-0.1253, 3.2484, 2.3187)  -0.5958
H (-6.6740, 1.1730, 1.9145)  0.2493
H (-6.3499, 1.2130, -0.0040)  0.2834
H (-5.6733, -0.2286, 1.0461)  0.2236
H (-3.9903, 1.1684, 2.3210)  -0.2608
H (-4.6841, 2.8858, 1.6543)  0.2519
H (-3.1071, 2.6416, -0.2644)  -0.1848
H (-4.1222, 1.0896, -0.7613)  0.1792
H (-2.4669, -0.2873, 0.3903)  0.2449
H (-1.1254, 2.4126, -1.1434)  -0.1722
H (0.3385, 0.3867, -2.4482)  0.0910
H (-0.8861, -0.8113, -1.6633)  0.3328
H (1.8631, -1.3562, -1.7073)  0.2442
H (2.1137, -0.0311, -0.3903)  0.2820
H (3.1292, -2.6562, -0.1587)  0.1997
H (2.0343, -3.7060, 1.0474)  0.3662
H (2.3580, -0.7069, 1.9407)  0.0413
H (4.0209, -1.7483, 2.0152)  -0.2536
H (2.4217, -2.3305, 2.9756)  0.3541
H (-0.0414, -4.4027, -2.2771)  0.2473
H (1.7104, -3.7402, -1.9929)  0.2042
H (0.9878, -5.1006, -0.8243)  0.2909
H (2.7705, 1.9256, 1.6611)  0.3661
H (-1.0767, 3.4292, 2.0607)  0.2875
C (7.0473, -1.4801, 0.5221)  -0.2186
Br (8.6784, -0.4701, 0.8432)  -0.0223
Br (5.4847, -0.3244, 0.4388)  0.0905
Br (7.1951, -2.6122, -1.0530)  0.0062
H (6.9082, -2.1445, 1.3813)  0.1609
C (-4.4236, 5.9806, -0.4906)  -0.3994
Br (-5.2318, 4.8507, -1.8524)  0.0304
Br (-5.7633, 6.8122, 0.6486)  -0.0154
Br (-3.0865, 5.0208, 0.5463)  0.0142
H (-3.9025, 6.7891, -1.0140)  0.4275
C (7.3818, -0.2493, 5.1020)  -0.3342
Br (6.3991, -1.6382, 4.1589)  0.0368
Br (6.7194, 1.5276, 4.6684)  -0.0082
Br (7.4135, -0.5616, 7.0218)  -0.0274
H (8.4185, -0.2980, 4.7530)  0.3561
C (-4.1908, -0.0654, 5.3381)  -0.3512
Br (-5.4499, 1.3163, 4.8000)  -0.0247
Br (-4.9876, -1.3231, 6.5900)  -0.0536
Br (-3.4083, -0.9691, 3.8034)  0.0341
H (-3.3724, 0.4357, 5.8656)  0.4139
C (6.7645, -6.3776, -2.1964)  -0.1196
Br (7.3341, -7.0182, -3.9427)  -0.0078
Br (5.2732, -7.4123, -1.4969)  -0.0107
Br (8.2446, -6.2980, -0.9365)  -0.0001
H (6.4058, -5.3521, -2.3335)  0.1150
C (-7.0050, 5.8989, -5.1371)  -0.2628
Br (-8.4760, 5.6628, -3.8862)  -0.0005
Br (-6.4741, 4.2162, -5.9560)  -0.0013
Br (-7.3996, 7.2599, -6.4698)  -0.0357
H (-6.1475, 6.2574, -4.5582)  0.2674
C (-0.5843, -0.9677, -5.5293)  -0.3198
Br (-1.3771, 0.5785, -4.6547)  0.0064
Br (1.3315, -1.0766, -5.2102)  -0.0314
Br (-1.4937, -2.6180, -5.0459)  -0.0090
H (-0.7217, -0.8308, -6.6070)  0.3411

Cartesian forces, eV/Å:
-0.150 -0.207 0.711
-0.209 -0.339 -0.760
-1.243 0.228 1.299
1.185 0.596 -2.044
-1.750 -0.633 -1.195
0.662 -1.013 -0.747
0.588 -0.081 -1.989
0.337 -2.178 -1.436
0.526 0.201 1.263
0.046 -0.804 -0.376
-6.322 0.667 1.100
0.286 0.020 0.455
8.073 0.023 -2.726
1.448 -0.472 2.864
-0.721 -0.181 1.642
-0.615 -0.758 -2.013
1.539 -0.625 -2.021
1.009 -0.320 2.237
-0.461 2.514 0.046
-1.050 1.619 -2.185
0.296 -2.605 -0.466
-0.804 -2.432 0.593
1.383 0.894 1.317
0.087 1.180 0.302
-0.069 0.063 -0.024
-0.639 -0.794 2.500
2.033 1.338 0.668
-0.909 1.072 1.680
-1.870 -1.882 -0.414
-1.619 0.102 1.557
0.587 2.261 -0.934
1.090 -1.952 0.329
-2.854 -0.022 0.276
0.888 1.363 -1.974
1.270 0.783 1.991
-1.957 -0.709 1.382
-0.443 1.983 -1.361
-1.494 0.764 -1.747
1.640 -0.280 0.211
-0.069 -0.082 0.186
-0.456 -0.256 -0.100
0.670 -0.056 -0.289
-0.018 0.380 0.321
0.087 0.310 -0.382
0.058 0.245 -0.095
0.193 0.177 0.367
0.347 -0.297 -0.294
-0.277 0.723 -0.193
-0.217 -0.390 0.258
0.299 0.106 -0.040
0.123 0.295 0.311
0.115 -0.507 0.102
-0.079 0.067 -0.535
-0.484 0.010 0.136
0.222 0.059 0.049
0.226 -0.365 0.269
0.148 0.297 -0.330
-0.197 0.116 0.482
-0.386 -0.230 -0.248
-0.037 0.201 -0.020
-0.136 0.126 0.473
0.397 0.236 -0.171
-0.367 -0.134 -0.336
0.142 -0.464 0.075
0.143 0.109 0.129
0.340 0.040 -0.382
-0.165 0.408 0.213
0.063 -0.378 0.318
-0.386 -0.176 -0.241
-0.076 0.027 -0.221
0.111 -0.368 -0.310
-0.456 0.020 0.017
0.252 0.432 -0.033
0.074 -0.066 0.504

Calculated values
**Spin multiplicity**: 1
**Largest force on an atom**: 8.5 eV/Å
**Gap between HOMO and LUMO**: 7.3 eV
**Net charge**: 0
**E**: -1514252.4339 eV

Entry 3:
Below is a 2-piece molecular cluster, CH7NO overall at a distorted geometry, with properties calculated with the ωB97M-V functional and the def2-TZVPD basis.

Each line ends with the Mulliken charge.
Cartesian coordinates (Å):
H (0.0851, -0.9977, -0.7161)  0.4155
O (0.7425, -1.8628, -0.9361)  -0.7883
N (-0.6931, 0.0380, -0.0815)  -1.2853
H (1.1101, -1.6253, -1.7869)  0.2683
H (-1.4408, -0.3820, 0.4667)  0.7542
H (-1.1259, 0.6600, -0.7807)  0.8001
C (0.1009, 0.8856, 0.7944)  -3.4582
H (-0.2830, 1.8892, 0.9688)  1.0831
H (0.4049, 0.3793, 1.7099)  0.7588
H (1.0993, 1.0156, 0.3616)  0.4516

Cartesian forces, eV/Å:
1.114 -1.523 0.184
-0.808 0.926 0.066
-0.560 0.805 -0.030
0.246 -0.067 -0.314
-0.329 0.028 -0.085
-0.151 -0.254 0.152
1.660 0.006 -0.039
-0.372 -0.057 0.220
-0.697 -0.082 0.284
-0.103 0.219 -0.437

Calculated values
**Spin multiplicity**: 2
**Largest force on an atom**: 1.9 eV/Å
**Gap between HOMO and LUMO (alpha / beta)**: 3.7 / 10.3 eV
**Expectation value of S²**: 0.750
**Energy above the lowest of the compared OMol25 structures with the same formula, charge and spin**: 3.49 kcal/mol
**Net charge**: -1
**E**: -4686.3603 eV